(1)
66
Properties=species:S:1:pos:R:3:forces:R:3:nbo_charge:R:1 method="wB97M-V/def2-TZVPD" mol_weight_g_mol=493.605 e_lumo_ha=0.0003 e_above_lowest_kj_mol=0.0 largest_force_ev_per_a=0.88 homo_ev=-8.2 homo_lumo_gap_ev=8.21 spin_multiplicity=1
C 3.44500 1.26888 2.44305 -0.0580 -0.0082 -0.3742 -0.6528
C 3.27050 1.91869 1.07399 0.0343 0.2718 0.3245 -0.0530
O 2.95208 1.01358 0.03577 -0.0541 -0.1656 -0.1783 -0.5808
C 3.94801 0.04997 -0.25578 0.2322 -0.1101 -0.1740 -0.0703
C 3.49729 -0.78702 -1.45099 -0.1358 0.0120 0.3956 -0.4178
H 3.16359 -0.12094 -2.24768 0.0821 0.0159 -0.0947 0.2079
H 4.35491 -1.35476 -1.81489 0.0412 0.0146 -0.0557 0.2201
C 2.38645 -1.78023 -1.09514 0.5165 -0.0650 -0.0611 -0.2207
N 1.16342 -1.13600 -0.65019 0.1144 -0.0764 -0.1115 -0.4686
C 1.01743 -0.98304 0.69745 -0.0657 -0.1167 0.0213 0.6816
O 1.81505 -1.46839 1.49221 0.0751 -0.1070 0.1029 -0.6571
C -0.14482 -0.25536 1.20887 -0.3293 0.6247 0.5278 -0.3768
C -0.81286 -0.62575 2.37453 0.2033 0.1809 -0.6888 0.1779
N -0.59414 -1.73745 3.10242 0.1215 -0.3487 0.3439 -0.7944
H 0.30395 -2.18356 3.00832 -0.0230 0.0731 0.0323 0.4139
H -1.10124 -1.79043 3.97664 0.0857 -0.0544 -0.0850 0.4324
C -1.85759 0.31062 2.64525 0.4883 0.1208 -0.6076 0.0224
N -1.93914 1.31845 1.80177 -0.3591 0.0174 0.3850 -0.5917
S -0.83299 1.22255 0.62802 0.1009 -0.1767 0.5070 0.7071
C -2.75589 0.20593 3.81234 -0.4258 0.3179 0.1737 0.6406
O -2.63077 -0.66314 4.66033 0.0888 -0.1950 0.0733 -0.6297
N -3.70866 1.15637 3.85589 -0.1807 0.1294 0.0396 -0.7993
H -3.74477 1.85099 3.13004 -0.0211 0.0190 0.0065 0.4167
H -4.36659 1.17075 4.61620 0.0771 -0.0461 -0.0311 0.4067
C 0.05207 -1.01283 -1.58150 -0.3810 0.0204 -0.2057 -0.1707
C -1.22043 -1.58246 -0.96266 -0.2646 -0.2059 -0.2543 0.0472
C -1.12499 -2.79888 -0.29019 -0.1190 0.1331 -0.2012 -0.2162
C -2.21747 -3.34648 0.35297 -0.2431 -0.0246 0.0373 -0.2772
C -3.42261 -2.67015 0.30403 0.1419 0.0345 -0.0746 0.3986
C -3.55836 -1.48449 -0.39121 -0.0603 -0.1819 0.1928 -0.2820
C -2.45353 -0.94699 -1.02776 0.0230 -0.1071 -0.0964 -0.2154
H -2.56140 -0.02904 -1.58152 -0.0039 0.0308 -0.0153 0.2480
H -4.51480 -0.98801 -0.42720 -0.1235 0.0342 0.0138 0.2307
F -4.49376 -3.18881 0.93846 0.0492 0.0187 -0.0245 -0.3248
H -2.14371 -4.27913 0.88845 -0.0147 -0.0937 0.0769 0.2321
H -0.17993 -3.32045 -0.25126 0.1264 -0.0519 0.0470 0.2140
H 0.28877 -1.65075 -2.44578 0.0402 0.1608 0.1505 0.2429
C -0.13113 0.39357 -2.19125 0.3913 -0.4097 0.1456 0.6765
O -0.99832 0.60888 -3.01485 -0.2998 0.0503 -0.2844 -0.6428
N 0.74058 1.31885 -1.77055 0.3610 0.1338 0.0312 -0.6588
H 1.48053 1.07611 -1.12238 0.0146 -0.0535 0.0252 0.4525
C 0.66064 2.69185 -2.22349 -0.1806 0.0667 -0.3735 -0.2252
C 1.15938 2.88175 -3.65944 0.1046 -0.2923 0.2154 -0.3958
H 0.46845 2.36314 -4.32580 -0.0486 0.0766 -0.0391 0.2246
C 2.57584 2.36018 -3.91841 -0.0377 0.2586 -0.1095 -0.2178
C 2.95681 2.62673 -5.37344 -0.0655 -0.1957 0.2283 -0.5969
H 2.23193 2.17705 -6.04784 -0.0634 -0.0216 -0.1311 0.2100
H 2.98687 3.69696 -5.56666 0.0135 0.1509 -0.0553 0.2002
H 3.93708 2.21104 -5.59637 0.1100 -0.0156 -0.0764 0.2046
C 3.60267 2.99056 -2.98060 -0.1578 -0.2635 -0.1327 -0.6178
H 3.55784 4.07581 -3.04498 0.0197 0.1764 0.0064 0.2031
H 3.42653 2.69483 -1.95027 0.0350 0.0039 0.2062 0.2080
H 4.60650 2.67401 -3.25710 0.1387 0.0023 0.0234 0.2085
H 2.57468 1.27538 -3.76193 -0.0171 0.0392 -0.0031 0.1890
H 1.11735 3.94781 -3.89147 -0.0077 0.0931 -0.0636 0.2009
H 1.23426 3.30348 -1.52756 -0.0241 -0.0063 0.0492 0.2010
H -0.38859 3.00108 -2.18408 0.0815 0.0471 0.0991 0.2163
H 2.16855 -2.40666 -1.96354 -0.0778 0.0278 0.0806 0.2017
H 2.73534 -2.41894 -0.27698 -0.0605 0.0007 -0.2091 0.2343
H 4.89168 0.56591 -0.49208 -0.0819 -0.0277 0.0462 0.1744
H 4.10833 -0.60249 0.60984 0.0294 0.0572 -0.0312 0.1928
H 4.17803 2.48153 0.80400 -0.1359 -0.0063 -0.0282 0.1656
H 2.42173 2.60846 1.09447 0.1337 0.0222 0.0244 0.1891
H 2.66573 0.52799 2.60251 -0.0751 -0.0450 0.0705 0.2379
H 3.37635 2.02941 3.21545 0.0435 0.0967 0.0942 0.2177
H 4.41108 0.77748 2.52689 0.0776 -0.0615 0.0734 0.2052

(2)
6
Properties=species:S:1:pos:R:3:forces:R:3:nbo_charge:R:1 method="wB97M-V/def2-TZVPD" mol_weight_g_mol=173.428 e_lumo_ha="-0.3407 / -0.3408" e_above_lowest_kj_mol=419.4 largest_force_ev_per_a=6.97 homo_ev="-16.3 / -16.3" charge=+1 homo_lumo_gap_ev="7.03 / 7.03" spin_multiplicity=1
C 0.40682 -0.88871 0.29550 -4.1514 5.2813 1.8655 0.9808
O -0.14330 -0.64436 1.44916 -0.0634 -3.9065 2.6329 -0.0461
O 0.47725 0.27965 -0.13455 3.4052 -1.1777 -3.6878 -0.7301
Cd -0.30889 1.85047 -1.19466 -0.4012 1.3697 -0.7585 1.2445
O -0.09662 -2.01955 0.30175 1.0594 -1.0436 -0.1913 -0.1466
H -0.90540 3.28522 -1.81098 0.1514 -0.5233 0.1393 -0.3025

(3)
11
Properties=species:S:1:pos:R:3:forces:R:3:nbo_charge:R:1 method="wB97M-V/def2-TZVPD" mol_weight_g_mol=157.785 e_lumo_ha=-0.2413 e_above_lowest_kj_mol=120.7 largest_force_ev_per_a=4.33 homo_ev=-14.6 charge=+1 homo_lumo_gap_ev=8.02 spin_multiplicity=1
H 3.58381 0.58676 1.35849 -1.0177 -0.0480 -0.2643 -0.2050
Ga 2.04779 0.37216 0.99808 1.4129 -0.3051 0.2696 1.6015
O -1.51530 -0.03350 -0.92654 0.5147 1.5526 1.0188 -0.4493
C -1.00993 -1.26416 -0.85332 -0.7862 -1.7236 -3.8900 0.9467
C -0.55702 0.88371 -0.30372 -1.0970 0.4996 -1.1027 -0.1221
O -1.27280 -2.14743 -1.63576 0.1608 1.2460 2.0789 -0.5077
O -0.02777 -1.33200 0.03631 2.3160 0.5191 1.9242 -0.4905
C 0.19630 -0.01315 0.65235 -2.0969 -1.5250 -0.1498 -0.4797
H 0.03995 1.31819 -1.11874 -0.0752 -0.1610 0.2060 0.2031
H -1.11057 1.68625 0.19566 0.1158 -0.2316 -0.1101 0.2389
H -0.37446 -0.05684 1.59718 0.5529 0.1769 0.0193 0.2642

(4)
79
Properties=species:S:1:pos:R:3:forces:R:3:lowdin_spin:R:1 method="wB97M-V/def2-TZVPD" mol_weight_g_mol=727.812 e_lumo_ha="-0.1624 / -0.3418" e_above_lowest_kj_mol=0.0 largest_force_ev_per_a=3.84 homo_ev="-11.7 / -13.5" charge=+2 homo_lumo_gap_ev="7.24 / 4.23" spin_multiplicity=6
Ir -0.57617 -0.11625 -0.70692 0.6470 -0.4357 -0.9451 1.0377
C 0.78052 0.99475 1.94401 0.3851 -0.0435 -0.0142 0.2854
C 0.38755 1.98957 1.01528 -0.7337 0.0301 -0.5284 0.3258
C -1.33076 0.37274 1.13155 0.2886 1.2555 1.9216 0.1516
C -0.22347 0.01757 2.04227 -1.3243 -0.0599 -0.6760 0.3244
C -0.90494 1.62595 0.44650 0.1760 0.5298 2.3389 0.1724
C 2.05587 0.96266 2.71755 0.0251 -0.0558 -0.1372 0.0368
H 2.88441 1.43479 2.17598 -0.2223 0.0321 0.1286 0.0044
H 2.35076 -0.06856 2.94819 -0.1043 0.2439 0.0382 0.0037
H 1.92088 1.49433 3.66765 0.1289 -0.0577 -0.0783 0.0155
C -0.30851 -1.15838 2.92838 0.1825 -0.5547 0.1943 0.0432
H 0.65036 -1.39480 3.40361 -0.2526 0.0693 -0.0023 0.0000
H -0.62235 -2.04453 2.35118 0.0770 0.2308 0.2086 0.0102
H -1.06466 -1.01525 3.71919 0.2422 -0.0002 -0.1804 0.0156
C -2.76037 0.17403 1.54474 -0.1196 -0.2404 0.0855 0.0391
H -2.96188 0.71968 2.48226 0.0212 -0.1857 -0.3018 0.0038
H -2.95356 -0.88850 1.71494 -0.0632 0.2720 0.1261 0.0125
H -3.46365 0.51858 0.78251 0.0771 -0.0106 0.0993 0.0041
C -1.93623 2.60871 -0.01779 0.3275 -0.0176 -0.4527 0.0444
H -2.60590 2.87390 0.81547 0.1882 -0.0489 -0.2655 0.0122
H -2.52786 2.15570 -0.81891 -0.2015 0.2188 0.0745 0.0115
H -1.46848 3.51572 -0.40412 -0.1521 0.0015 0.0205 0.0000
C 1.07431 3.26605 0.71997 0.4335 0.3075 -0.1434 0.0462
H 0.78249 4.03478 1.45567 0.1416 -0.1371 -0.2287 0.0194
H 0.80660 3.64772 -0.27681 0.0540 -0.0877 0.3053 0.0037
H 2.17054 3.16996 0.75808 -0.3079 0.0727 0.0717 0.0045
C 0.89768 -1.63351 -1.17537 0.7969 -0.5579 0.9377 0.0678
C 1.66571 -0.63999 -0.54758 0.3271 -0.9237 0.6105 0.1412
C 2.56673 0.33352 -1.23957 0.3412 0.1567 0.0751 0.0325
C 1.88114 1.09994 -2.35456 -0.3098 0.5804 0.6035 0.1071
C 0.37804 1.13103 -2.24198 -0.6574 0.6310 -0.5204 0.0772
C -0.51331 0.16901 -2.79764 0.1097 0.4239 -0.9869 0.1016
C -0.06359 -1.10521 -3.47735 -0.3978 0.4225 -0.3736 0.0323
C 0.90715 -1.92828 -2.64884 0.1977 -0.5679 -0.3947 0.0210
H 3.46666 -0.14786 -1.64682 -0.0688 -0.2114 0.2548 0.0072
H 2.18353 0.66909 -3.32837 -0.0759 -0.1857 -0.4476 0.0564
H 2.93435 1.04773 -0.49370 -0.0783 -0.0928 -0.1071 0.0049
H 1.92551 -1.84439 -3.04767 0.0239 -0.0310 0.1310 0.0035
H 0.65149 -2.49814 -0.54734 0.1769 0.3543 -0.1615 0.0020
H 1.92609 -0.79287 0.51148 -0.2919 -0.0762 -0.5966 0.0050
H 0.60557 -2.97411 -2.76350 0.3265 0.0283 -0.0419 0.0025
H -0.96526 -1.69995 -3.68724 0.2524 0.1901 -0.0345 0.0087
H -1.47614 0.54953 -3.15710 0.2255 -0.0838 0.1975 0.0131
H 0.37664 -0.86188 -4.45583 -0.1266 -0.0352 -0.0127 0.0099
H 2.25842 2.13224 -2.34773 -0.0906 -0.2607 -0.2740 0.0026
H -0.01190 2.15580 -2.13497 0.0148 -0.5808 -0.2217 0.0064
P 2.76367 0.02819 -5.35731 1.3008 -0.6413 -3.5560 0.4853
C 3.68256 -1.50571 -5.75874 -0.0199 -0.4699 1.4377 0.0739
C 4.01946 1.23707 -5.94604 -0.0437 0.5965 1.2248 0.0651
P 0.27860 1.26231 -6.59031 -0.4005 0.2919 -1.0416 0.0034
C 1.57565 -0.04426 -6.75266 -0.4738 0.0629 0.8387 0.0750
C 1.06447 2.63028 -7.56214 0.0094 0.0238 0.2918 0.0004
C -0.69266 0.62275 -8.02509 -0.2699 0.0129 0.2923 -0.0001
H 2.98475 -2.34990 -5.79029 0.2404 0.1166 0.0372 -0.0004
H 4.43833 -1.67861 -4.98330 -0.0056 -0.2136 -0.3106 0.0009
H 4.16825 -1.37609 -6.73365 -0.2103 0.1343 0.2151 0.0177
H 4.45303 0.87502 -6.88611 -0.3179 -0.0552 0.1718 0.0163
H 4.81274 1.27216 -5.18541 -0.0854 0.1266 -0.2898 0.0004
H 3.60722 2.24391 -6.07278 0.1351 -0.2779 0.0585 -0.0005
H -0.07742 0.65464 -8.93430 -0.2351 -0.0433 0.1839 0.0004
H -1.58448 1.24663 -8.15363 0.1387 -0.2346 -0.1135 0.0000
H -0.99161 -0.41046 -7.82116 -0.1530 0.1877 -0.1192 0.0000
H 1.06745 -1.02428 -6.71419 0.2409 0.3546 0.0496 -0.0001
H 2.12236 0.03842 -7.70613 0.1632 -0.0429 0.3616 0.0168
H 0.29183 3.39808 -7.70968 0.2865 -0.1336 0.0342 0.0000
H 1.38710 2.26261 -8.54474 0.0055 0.1410 0.2233 0.0003
H 1.90882 3.08144 -7.03227 -0.2152 0.0836 -0.1477 0.0000
Se -2.20927 -1.87744 -0.84837 -0.8614 -0.9584 0.7577 0.7808
C -2.07157 -3.40932 0.37880 0.2002 -0.9701 0.5825 0.0717
C -2.80605 -3.54103 1.58922 -0.0684 0.3159 -0.5739 0.0177
C -2.87054 -4.77489 2.25459 0.2973 0.1402 -0.3998 0.0025
C -2.21455 -5.90213 1.73756 0.1829 0.4421 -0.2186 0.0080
C -1.42303 -5.76364 0.59218 -0.0408 0.2888 0.0764 0.0011
C -1.33071 -4.52438 -0.06331 -0.3254 0.2591 -0.0021 0.0263
H -3.34750 -2.67711 1.99937 0.1503 -0.6512 -0.2107 0.0008
H -3.44255 -4.85843 3.17881 0.1139 0.0868 -0.2846 0.0003
H -2.29827 -6.87294 2.23118 0.0174 0.3774 -0.1457 0.0004
H -0.87178 -6.62204 0.19664 -0.2108 0.3590 0.1485 0.0000
H -0.71522 -4.41989 -0.95752 -0.1549 -0.2183 0.1323 0.0048

(5)
17
Properties=species:S:1:pos:R:3:forces:R:3:nbo_charge:R:1 method="wB97M-V/def2-TZVPD" mol_weight_g_mol=120.197 e_lumo_ha=0.0540 e_above_lowest_kj_mol=1006.9 largest_force_ev_per_a=3.77 homo_ev=-3.9 charge=-1 homo_lumo_gap_ev=5.34 spin_multiplicity=1
C -0.98209 -0.42549 0.61049 -0.8240 -0.5367 -1.3127 -0.0600
O -0.92954 -1.74490 1.08064 -0.0091 -0.4792 0.9425 -0.7647
C 0.28367 -0.04174 -0.26069 -1.7678 -2.2498 2.4512 -0.1575
C -0.03401 1.21040 -1.07257 1.3669 -0.1656 -0.7383 -0.0745
C -0.93045 2.19574 -0.81349 -0.1627 -0.2220 -0.2592 -0.3745
S -0.81021 5.09183 -0.16219 0.3287 -1.5693 -0.5529 -0.6624
N 0.85574 -1.23443 -0.70033 0.5191 0.9977 -0.5639 -0.9315
H -1.21709 0.22967 1.45777 0.3986 0.1669 -0.2273 0.1699
H -1.83942 -0.37932 -0.08500 0.0159 0.1722 0.2022 0.1360
H 0.95873 0.31473 0.59179 -0.0909 1.1312 -1.2083 0.2648
H 2.38219 -4.77177 1.64355 0.0142 0.1439 0.0245 -0.0221
H 0.70754 1.22927 -1.87738 0.6798 0.9657 0.5839 0.2039
H -0.57394 3.17509 -0.32645 0.2048 2.0482 0.2716 0.2037
H -1.84069 2.37798 -1.37425 -0.6059 -0.5472 0.9799 0.2437
H 2.38722 -4.02658 1.67665 -0.0227 -0.1341 -0.0363 0.0203
H -0.20865 -2.23303 0.64041 0.0912 0.7248 -0.4415 0.5033
H 1.79101 -0.96745 -1.02894 -0.1361 -0.4466 -0.1155 0.3015

(6)
16
Properties=species:S:1:pos:R:3:forces:R:3:nbo_charge:R:1 method="wB97M-V/def2-TZVPD" mol_weight_g_mol=106.190 e_lumo_ha=0.0192 e_above_lowest_kj_mol=413.1 largest_force_ev_per_a=4.88 homo_ev=-8.8 homo_lumo_gap_ev=9.31 spin_multiplicity=1
C -3.37064 0.32772 0.40002 3.3495 -0.6734 -0.3749 -0.8229
C 2.41216 0.78746 -0.75460 -0.9638 -0.5341 1.0367 -0.6514
C 1.38637 0.72455 0.40723 0.7936 1.9453 -4.2627 -0.1498
C 1.06064 -0.26394 1.15432 0.4520 -2.1668 1.7533 -0.4316
O -1.41370 -1.82117 -0.41739 -2.7984 2.7799 -2.8678 -0.9034
S -1.76505 -0.06675 -0.01023 -2.2222 -0.6426 -1.5237 0.7531
H -4.12580 -0.21838 -0.07789 -1.1646 -0.3082 -0.9739 0.2065
H -3.42400 0.32047 1.46462 -0.1115 0.3036 0.7491 0.2031
H 2.98106 1.67698 -0.55094 0.6259 0.3035 -0.4260 0.2159
H 2.99123 -0.09972 -0.62471 0.9893 -0.4683 -0.1476 0.2067
H 2.05177 0.76173 -1.82007 -0.2364 0.3161 1.2771 0.2235
H -0.89853 -2.05953 0.27154 2.7989 -1.6490 3.6288 0.4516
H 0.74933 1.58522 0.39224 -0.4014 0.5247 0.3404 0.1817
H 1.64209 -1.20527 1.24353 -0.6236 0.6362 -0.1331 0.2026
H 0.19021 -0.05913 1.74559 -0.0557 -0.6121 0.7816 0.2026
H -1.67657 0.04923 -1.39348 -0.4316 0.2453 1.1426 0.1119

(7)
8
Properties=species:S:1:pos:R:3:forces:R:3:nbo_charge:R:1 method="wB97M-V/def2-TZVPD" mol_weight_g_mol=125.243 e_lumo_ha=-0.0111 e_above_lowest_kj_mol=281.9 largest_force_ev_per_a=0.83 homo_ev=-8.0 homo_lumo_gap_ev=7.67 spin_multiplicity=1
C 0.70503 -0.34205 0.44608 -0.4741 -0.4543 -0.2813 -0.5231
N -0.75342 1.24336 -0.89955 0.3202 -0.1842 0.5948 -0.9238
S -0.27349 -1.58740 0.33581 0.5611 0.5634 0.2250 0.1464
S 2.14887 0.09620 1.12784 -0.0708 0.0685 -0.0423 0.2203
S -1.74571 0.02891 -1.11530 -0.2013 0.2664 0.0475 0.5340
H -0.12290 1.32407 -1.69018 0.0009 -0.1265 -0.2266 0.3605
H 2.53725 -1.01622 1.80537 -0.0637 0.0018 -0.0437 0.0897
H -2.49563 0.25312 -0.01007 -0.0723 -0.1351 -0.2734 0.0960

E_tot (hartree)
-1968.50864 -431.61892 -2266.85806 -4320.33142 -686.28111 -631.66735 -1289.08439